Entry from the Open Molecules 2025 dataset: C28H38Cl30F5O3P as an isolated structure in a non-equilibrium geometry (ωB97M-V/def2-TZVPD).

Output
charge: 0
orbital gap: 6.03 eV
molecular weight: 1612.16 g/mol

Structure (XYZ):
```
105
C28H38Cl30F5O3P (ωB97M-V/def2-TZVPD)
C 4.20290 -2.12066 -2.57599
P 2.96633 -2.71828 -3.90484
O 2.88754 -4.48324 -3.79684
C 1.17734 -2.13906 -3.56289
C 0.51234 -0.74268 -4.17619
C -1.05282 -0.28834 -3.87580
C -1.96773 -1.27657 -2.94048
C -1.31625 -2.68466 -2.31738
C 0.25298 -3.15137 -2.60607
C -2.36415 -3.62267 -1.41239
O -1.96540 -4.35824 -0.36850
C -3.94600 -3.58974 -1.95469
C -4.53975 -2.31783 -2.53276
C -6.10153 -2.27068 -3.12678
F -7.03543 -3.15106 -2.38634
F -6.60156 -0.88111 -3.27341
C -5.98047 -2.91869 -4.66365
F -5.93625 -4.40624 -4.61842
F -4.65322 -2.49511 -5.24730
F -7.02516 -2.39926 -5.59155
C -3.57227 -0.95501 -2.59563
O -4.00556 0.28575 -2.35632
H 4.10609 -0.94686 -2.50657
H 3.99530 -2.66337 -1.55667
H 5.28574 -2.36415 -2.98890
H 3.80264 -4.86490 -3.98145
H 1.12804 -0.00987 -4.87625
H -1.53004 0.71572 -4.30142
H 0.70343 -4.14829 -2.17127
H -4.57023 -4.60454 -1.90655
C -4.58026 3.38041 -3.27380
Cl -5.66178 4.68789 -2.77783
Cl -2.89441 3.91209 -3.26663
H -4.69243 2.54354 -2.58013
H -4.84828 3.06092 -4.28380
C -1.34303 -6.07417 -4.37547
Cl 0.34668 -6.58590 -4.28486
Cl -1.58394 -4.52685 -3.55535
H -1.62686 -5.96843 -5.42541
H -1.97002 -6.83123 -3.89824
C 0.72555 -4.85413 1.11860
Cl 2.13281 -4.65039 0.06823
Cl 1.19055 -4.79781 2.82314
H 0.01236 -4.05097 0.91757
H 0.26157 -5.82078 0.90812
C 0.47078 3.05518 -2.46103
Cl 1.89694 3.60114 -3.35163
Cl 0.30747 1.29669 -2.53785
H 0.56666 3.35834 -1.41556
H -0.41903 3.51458 -2.89827
C -0.41944 1.08215 1.23427
Cl 1.32538 0.98824 0.96601
Cl -1.03329 2.69883 0.86770
H -0.91840 0.35681 0.58694
H -0.63143 0.84989 2.28074
C -9.79916 -1.96739 -3.36510
Cl -10.18303 -0.72700 -2.16541
Cl -11.25098 -2.48779 -4.22896
H -9.08490 -1.55820 -4.08379
H -9.35911 -2.82915 -2.85744
C -2.04387 6.25011 2.19513
Cl -1.83629 6.02200 0.45443
Cl -3.69442 6.75375 2.57835
H -1.83203 5.30720 2.70521
H -1.34827 7.01969 2.53846
C -1.95857 10.11677 2.09594
Cl -0.26886 9.60505 2.18655
Cl -2.19948 11.66409 2.91606
H -2.24240 10.22251 1.04600
H -2.58556 9.35972 2.57318
C -1.94476 4.47648 5.53538
Cl -0.51860 5.02244 4.64479
Cl -2.10807 2.71799 5.45857
H -1.84888 4.77964 6.58086
H -2.83457 4.93588 5.09814
C 4.06502 -2.92655 5.09068
Cl 5.80984 -3.02046 4.82243
Cl 3.45117 -1.30987 4.72411
H 3.56606 -3.65189 4.44336
H 3.85303 -3.15881 6.13716
C -0.74476 3.61398 -6.56587
Cl 0.68140 4.15994 -7.45646
Cl -0.90807 1.85549 -6.64268
H -0.64888 3.91714 -5.52039
H -1.63457 4.07338 -7.00311
C 3.74143 -7.79405 4.00646
Cl 5.43114 -8.30577 4.09707
Cl 3.50052 -6.24673 4.82658
H 3.45760 -7.68830 2.95652
H 3.11444 -8.55110 4.48369
C 3.33341 2.30525 6.06015
Cl 1.58062 2.09291 6.14859
Cl 3.95005 3.11352 7.50628
H 3.80656 1.32421 5.97171
H 3.57448 2.91149 5.18359
C 8.15613 0.43429 4.31699
Cl 8.36371 0.20619 2.57628
Cl 6.50558 0.93794 4.70020
H 8.36797 -0.50861 4.82706
H 8.85173 1.20388 4.66031
C 10.58530 2.68126 7.28121
Cl 10.20143 3.92164 8.48090
Cl 9.13348 2.16086 6.41735
H 11.29956 3.09044 6.56252
H 11.02535 1.81950 7.78887
```

---

Entry from the Open Molecules 2025 dataset: a 3-piece molecular cluster, C28H38ClINO13S overall in a non-equilibrium geometry (ωB97M-V/def2-TZVPD).

Output
charge: -1
orbital gap: 4.63 eV
molecular weight: 791.03 g/mol

Structure (XYZ):
```
83
C28H38ClINO13S (ωB97M-V/def2-TZVPD)
C 8.02294 -0.64725 1.53852
C 7.43840 0.76062 1.64233
O 6.73295 1.10399 0.46666
C 5.39362 1.52263 0.82022
C 4.67896 2.04645 -0.43093
C 3.28784 1.40152 -0.60399
C 2.13732 2.31067 -0.08928
C 1.05894 1.43788 0.55531
C 0.38820 2.07166 1.82967
C -0.98319 1.34155 1.93734
C -2.12707 2.03993 1.20684
C -3.47470 1.37761 1.53571
C -3.50610 -0.14540 1.28100
S -3.38076 -1.21514 2.72419
O -2.06452 -1.75657 2.75472
O -4.33265 -2.29945 2.65302
Cl -3.74819 -0.24667 4.47399
N 0.32023 3.49868 1.59903
C 0.30677 4.42534 2.66327
I -1.16818 4.05414 4.27380
C 1.73670 4.75314 3.19439
C 1.90490 4.86138 4.70643
C 1.29643 1.61525 3.02380
O 2.54631 1.64879 2.77641
O 0.79037 1.23349 4.09436
H 8.60418 -0.85148 2.43829
H 7.18025 -1.33489 1.49308
H 8.65772 -0.75087 0.66155
H 6.78401 0.75555 2.51587
H 8.23996 1.47659 1.85985
H 4.89237 0.65519 1.24712
H 5.46706 2.33168 1.54820
H 4.61602 3.13047 -0.37091
H 5.29003 1.74425 -1.28350
H 3.09249 1.12356 -1.64356
H 3.30872 0.46096 -0.05602
H 1.75835 2.82924 -0.97224
H 2.57633 3.01795 0.60405
H 0.23321 1.32150 -0.16482
H 1.40028 0.43876 0.80353
H -1.27539 1.24133 2.98420
H -0.81539 0.32652 1.57605
H -1.97871 2.10695 0.12364
H -2.20329 3.06423 1.57423
H -3.82862 1.66614 2.52260
H -4.19257 1.80561 0.82929
H -2.65903 -0.39982 0.65049
H -4.43961 -0.39990 0.78548
H -0.20512 3.78402 0.78986
H -0.05736 5.36088 2.24656
H 2.44298 4.02074 2.80858
H 2.02605 5.72445 2.78415
H 1.31142 5.67116 5.12644
H 1.74602 3.91918 5.22347
H 2.94847 5.13590 4.90091
C -6.92916 -3.86618 -2.66784
C -7.44838 -3.20761 -1.62475
C -6.61682 -2.83178 -0.43033
O -7.15721 -2.21440 0.46771
C -5.21725 -3.22808 -0.41413
C -4.69869 -3.88904 -1.45817
C -5.52231 -4.24087 -2.66356
O -4.98532 -4.82568 -3.58592
O -3.42553 -4.27043 -1.48985
O -8.72587 -2.83921 -1.57149
H -7.51779 -4.13841 -3.53255
H -4.64142 -2.96198 0.46117
H -3.29478 -4.72108 -2.34748
H -8.83079 -2.38169 -0.71485
C -0.15293 -3.28048 -3.75987
C 0.50088 -2.28097 -4.36953
C 0.74507 -2.28737 -5.85293
O 1.32755 -1.34207 -6.34814
C 0.27368 -3.42954 -6.62320
C -0.37575 -4.42732 -6.01131
C -0.64161 -4.40730 -4.53393
O -1.25394 -5.34067 -4.04630
O -0.82781 -5.49548 -6.66268
O 0.96931 -1.23078 -3.70994
H -0.33638 -3.28647 -2.69409
H 0.46883 -3.43173 -7.68616
H -1.25797 -6.05520 -5.98824
H 1.39604 -0.65827 -4.37498
```

---

Entry from the Open Molecules 2025 dataset: C28H38ClN2O2RhSi2Te as an isolated structure (ωB97M-V/def2-TZVPD).

Output
ΔE to the lowest compared entry with this formula, charge and spin: 0.00 kcal/mol
charge: +2
orbital gap: 6.96 eV
molecular weight: 756.76 g/mol

Structure (XYZ):
```
75
C28H38ClN2O2RhSi2Te (ωB97M-V/def2-TZVPD)
Rh -0.15457 1.24093 0.48803
O -7.32829 1.68870 -2.34981
C -6.82232 2.64133 -1.55763
O -7.52534 3.47126 -1.06644
C -5.33811 2.60763 -1.24417
C -4.86527 3.64460 -0.44862
C -3.52846 3.71712 -0.09894
C -2.65719 2.73255 -0.55040
C -3.11476 1.68146 -1.33075
C -4.45241 1.62764 -1.68324
N -1.27149 2.77847 -0.21937
C -0.60388 3.83807 -0.48248
C 0.82587 3.82292 -0.23486
C 1.64096 4.92620 -0.37750
C 3.00308 4.79112 -0.13992
C 3.49320 3.55061 0.22220
C 2.61945 2.47904 0.33514
N 1.31199 2.60233 0.11197
H -6.66170 1.09147 -2.71108
H -5.57298 4.38841 -0.10777
H -3.17690 4.51327 0.54565
H -2.42664 0.92430 -1.67900
H -4.77456 0.79935 -2.30323
H -1.07380 4.70527 -0.93760
H 1.21289 5.87663 -0.66724
H 3.66529 5.63982 -0.24262
H 4.54616 3.39389 0.40859
H 2.98385 1.49307 0.59123
Cl -2.96643 -3.62781 2.31649
C -2.34671 -2.02902 2.35049
C -1.15877 -1.77658 3.05265
C -0.62721 -0.51477 3.04880
C -1.29673 0.54977 2.39327
C -0.71146 1.88185 2.33269
C -2.49992 0.27079 1.72216
C -3.01215 -1.01999 1.68362
H -0.67553 -2.58648 3.58278
H 0.29252 -0.30917 3.58397
H 0.14989 2.06352 2.96863
H -1.40109 2.71754 2.28590
H -3.08057 1.08084 1.30432
H -3.94211 -1.22913 1.17282
C 4.34904 -3.01327 -0.72050
Si 4.65064 -1.53961 0.38674
C 5.14740 -0.02898 -0.60770
C 5.87535 -1.90445 1.74246
C 2.99231 -1.12831 1.24050
Te 1.39997 -0.86493 -0.17549
C 0.45051 -2.73184 0.16131
Si -0.43600 -3.44442 -1.37335
C 0.76551 -3.46116 -2.80206
C -0.98917 -5.15754 -0.89489
C -1.88623 -2.31524 -1.74243
H 5.27306 -3.29923 -1.22713
H 3.60902 -2.80609 -1.49893
H 4.01488 -3.88257 -0.14865
H 5.92624 -0.29235 -1.32643
H 5.56031 0.75346 0.03525
H 4.31748 0.39199 -1.18406
H 6.86096 -2.11324 1.32045
H 5.57836 -2.77672 2.32818
H 5.98484 -1.06128 2.42768
H 3.02634 -0.24240 1.88026
H 2.64908 -1.95042 1.87361
H -0.21807 -2.63027 1.01555
H 1.26623 -3.40044 0.44915
H 1.62666 -4.09959 -2.59167
H 1.13733 -2.46688 -3.06061
H 0.27623 -3.86523 -3.69136
H -0.13521 -5.79434 -0.65530
H -1.53214 -5.63345 -1.71441
H -1.65272 -5.13941 -0.02785
H -1.56738 -1.27034 -1.80964
H -2.66137 -2.38960 -0.97632
H -2.33729 -2.58064 -2.70111
```